w) {"formula": "C5H12NO", "method": "ωB97M-V with the def2-TZVPD basis set", "symbols": ["C", "C", "N", "C", "C", "C", "O", "H", "H", "H", "H", "H", "H", "H", "H", "H", "H", "H", "H"], "coordinates": [[-3.188, 0.730, 0.597], [-1.792, 0.172, 0.328], [-1.493, 0.117, -1.047], [0.769, -0.686, -0.134], [-0.387, -0.836, -1.175], [1.864, 0.228, -0.627], [3.100, 0.491, -0.131], [-3.446, 0.961, 1.662], [-3.316, 1.726, 0.128], [-3.873, -0.055, 0.180], [-1.678, -0.807, 0.804], [-1.042, 0.768, 0.914], [5.713, -0.035, 1.649], [1.204, -1.612, 0.248], [0.878, 0.456, 0.245], [6.152, 0.198, 1.132], [-0.101, -0.782, -2.178], [1.494, 0.826, -1.463], [-0.856, -1.859, -1.136]], "charge": 0, "lumo_ev": [0.37, -0.80], "gap_ev": [10.0, 8.9], "multiplicity": 2, "homo_energy_ev": [-9.6, -9.7]}



x) {"formula": "C5H12NO", "method": "ωB97M-V with the def2-TZVPD basis set", "symbols": ["C", "N", "C", "C", "C", "O", "C", "H", "H", "H", "H", "H", "H", "H", "H", "H", "H", "H", "H"], "coordinates": [[2.729, -0.962, 0.396], [1.665, 0.073, 0.392], [0.461, -0.290, -0.318], [-0.385, 0.917, -0.779], [-1.647, 1.332, 0.037], [-2.720, 0.570, -0.298], [-0.422, -1.395, 0.337], [2.285, -1.953, 0.559], [3.256, -1.134, -0.550], [3.408, -0.753, 1.217], [1.621, 0.238, 1.391], [0.801, -0.750, -1.251], [-0.418, 0.917, -1.869], [0.272, 1.780, -0.591], [-1.867, 2.353, -0.296], [-1.276, 1.187, 1.058], [-1.285, -1.628, -0.282], [0.218, -2.280, 0.289], [-0.670, -1.294, 1.393]], "charge": 0, "lumo_ev": [1.03, -1.20], "gap_ev": [9.9, 7.7], "multiplicity": 2, "homo_energy_ev": [-8.9, -8.9]}



y) {"formula": "C5H12NO", "method": "ωB97M-V with the def2-TZVPD basis set", "symbols": ["C", "C", "C", "C", "N", "C", "O", "H", "H", "H", "H", "H", "H", "H", "H", "H", "H", "H", "H"], "coordinates": [[-1.489, -0.620, -1.398], [-1.507, 0.440, -0.377], [0.671, -0.056, 0.897], [1.341, 1.211, 0.290], [-2.432, 0.187, 0.634], [-0.883, 0.144, 1.179], [2.125, -1.821, -1.193], [-2.398, -1.239, -1.270], [-1.466, -0.121, -2.399], [-0.535, -1.247, -1.280], [-1.373, 1.582, -0.715], [0.902, -1.001, 0.283], [1.215, -0.240, 1.967], [1.330, 1.007, -0.780], [0.933, 2.228, 0.454], [2.419, 1.101, 0.538], [2.909, -1.880, -0.655], [-0.790, 1.007, 1.845], [-0.972, -0.681, 1.980]], "charge": 0, "lumo_ev": [0.48, -2.47], "gap_ev": [7.9, 4.9], "multiplicity": 2, "homo_energy_ev": [-7.4, -7.3]}



Winner for stability: x)



w) {"formula": "C5H12NO", "method": "ωB97M-V with the def2-TZVPD basis set", "symbols": ["C", "C", "N", "C", "C", "C", "O", "H", "H", "H", "H", "H", "H", "H", "H", "H", "H", "H", "H"], "coordinates": [[-0.776, -1.710, 1.633], [-1.085, -1.422, 0.169], [-0.290, -0.332, -0.384], [-0.442, -0.135, -1.797], [-0.272, 0.919, 0.361], [1.140, 1.629, 0.443], [1.973, 1.206, -0.532], [-0.606, -2.756, 1.804], [0.191, -1.233, 1.800], [-1.525, -1.354, 2.327], [-2.159, -1.328, -0.071], [-0.771, -2.268, -0.460], [0.278, 0.613, -2.129], [-0.228, -1.067, -2.329], [-1.456, 0.164, -2.077], [-0.664, 0.731, 1.356], [-0.991, 1.595, -0.124], [0.924, 2.703, 0.351], [1.524, 1.442, 1.435]], "charge": 0, "lumo_ev": [1.11, -1.39], "gap_ev": [9.3, 6.8], "multiplicity": 2, "homo_energy_ev": [-8.2, -8.2]}



x) {"formula": "C5H12NO", "method": "ωB97M-V with the def2-TZVPD basis set", "symbols": ["C", "C", "C", "C", "C", "N", "H", "H", "H", "H", "H", "H", "H", "H", "H", "H", "H", "H", "O"], "coordinates": [[-0.931, 0.245, 2.399], [-1.411, 0.011, 0.954], [-0.528, -0.445, -0.168], [-0.924, -1.396, -1.018], [1.206, 1.235, 0.344], [0.605, 0.286, -0.444], [-0.621, 1.291, 2.542], [-0.027, -0.239, 2.767], [-1.703, 0.058, 3.139], [-2.068, 0.831, 0.661], [-2.091, -0.831, 1.157], [-1.801, -1.940, -0.676], [-0.513, -1.663, -1.970], [1.794, 1.937, -0.134], [1.262, 1.117, 1.411], [1.007, 0.123, -1.362], [1.764, -0.846, -3.139], [2.662, 0.338, -3.621], [2.318, -0.112, -2.844]], "charge": 0, "lumo_ev": [0.61, 0.60], "gap_ev": [6.7, 8.8], "multiplicity": 2, "homo_energy_ev": [-6.1, -8.2]}



Winner for stability: x)



w) {"formula": "H2N2O4P", "method": "ωB97M-V with the def2-TZVPD basis set", "symbols": ["N", "N", "O", "O", "O", "O", "P", "H", "H"], "coordinates": [[-0.586, 0.558, -1.260], [0.269, -1.109, 0.869], [-0.952, 1.280, 1.198], [-0.420, -1.962, 0.320], [1.061, -1.308, 1.734], [1.397, 1.265, 0.153], [0.008, 0.704, 0.283], [0.378, 0.748, -1.574], [-1.156, -0.177, -1.723]], "charge": -1, "lumo_ev": 4.27, "smiles": "N[P@](=O)([O-])[N+](=O)[O-]", "gap_ev": 9.9, "homo_energy_ev": -5.6}



x) {"formula": "H2N2O4P", "method": "ωB97M-V with the def2-TZVPD basis set", "symbols": ["N", "N", "O", "O", "O", "O", "P", "H", "H"], "coordinates": [[1.568, 0.886, 0.089], [-1.175, 0.473, 0.242], [2.575, 1.372, 0.609], [-0.635, -2.046, 0.586], [0.004, -0.929, -1.678], [1.289, -0.278, 0.486], [-0.279, -0.911, -0.244], [-2.170, 0.081, 0.233], [-1.177, 1.351, -0.322]], "charge": -1, "lumo_ev": 4.27, "smiles": "N[P@@](=O)([O-])ON=O", "gap_ev": 9.9, "homo_energy_ev": -5.6}



Winner for stability: x)



w) {"formula": "C27H29BrN4O2SSe2SiW", "method": "ωB97M-V with the def2-TZVPD basis set", "symbols": ["W", "Br", "C", "C", "C", "C", "C", "C", "N", "C", "C", "C", "C", "C", "C", "N", "H", "H", "H", "H", "H", "H", "H", "H", "H", "C", "C", "C", "C", "C", "C", "C", "S", "O", "O", "N", "C", "C", "C", "C", "C", "N", "H", "H", "H", "H", "H", "H", "H", "H", "H", "H", "H", "C", "Si", "C", "C", "Se", "H", "H", "H", "H", "H", "H", "H", "H", "H", "Se"], "coordinates": [[-1.697, -1.014, 0.048], [4.649, -4.415, 2.201], [3.073, -3.397, 2.125], [3.066, -2.109, 2.641], [1.918, -1.343, 2.549], [0.777, -1.877, 1.961], [0.783, -3.169, 1.449], [1.934, -3.932, 1.535], [-0.408, -1.073, 1.868], [-0.698, -0.282, 2.830], [-1.869, 0.568, 2.705], [-2.288, 1.389, 3.733], [-3.461, 2.117, 3.574], [-4.164, 1.979, 2.392], [-3.675, 1.139, 1.401], [-2.540, 0.450, 1.537], [3.959, -1.699, 3.092], [1.935, -0.318, 2.894], [-0.105, -3.584, 0.990], [1.949, -4.941, 1.147], [-0.108, -0.265, 3.741], [-1.708, 1.444, 4.644], [-3.818, 2.767, 4.361], [-5.091, 2.508, 2.221], [-4.213, 1.010, 0.473], [6.241, 0.906, 1.429], [4.859, 0.800, 0.857], [4.537, -0.240, -0.019], [3.266, -0.364, -0.543], [2.301, 0.570, -0.185], [2.589, 1.621, 0.674], [3.870, 1.723, 1.193], [0.724, 0.468, -0.915], [-0.293, 1.006, 0.019], [0.737, 0.975, -2.249], [0.289, -1.092, -0.835], [-0.023, -1.891, -1.934], [0.595, -2.080, -3.153], [-0.037, -2.957, -4.020], [-1.234, -3.583, -3.667], [-1.805, -3.293, -2.447], [-1.189, -2.453, -1.607], [6.994, 0.703, 0.669], [6.382, 0.175, 2.228], [6.427, 1.895, 1.844], [5.297, -0.964, -0.289], [3.027, -1.186, -1.207], [1.830, 2.349, 0.930], [4.110, 2.543, 1.858], [1.511, -1.569, -3.410], [0.403, -3.162, -4.987], [-1.719, -4.270, -4.344], [-2.751, -3.709, -2.124], [-2.224, 2.334, -3.905], [-2.956, 2.400, -2.207], [-4.776, 2.755, -2.189], [-2.021, 3.486, -1.035], [-3.025, 0.029, -1.623], [-2.154, 3.351, -4.299], [-2.842, 1.751, -4.589], [-1.220, 1.914, -3.882], [-4.931, 3.764, -2.579], [-5.204, 2.724, -1.186], [-5.331, 2.065, -2.826], [-2.068, 4.494, -1.456], [-0.975, 3.202, -0.946], [-2.469, 3.530, -0.039], [-2.944, -2.671, 0.884]], "charge": 2, "lumo_ev": -7.60, "gap_ev": 6.2, "homo_energy_ev": -13.8}



x) {"formula": "C27H29BrN4O2SSe2SiW", "method": "ωB97M-V with the def2-TZVPD basis set", "symbols": ["W", "Br", "C", "C", "C", "C", "C", "C", "N", "C", "C", "C", "C", "C", "C", "N", "H", "H", "H", "H", "H", "H", "H", "H", "H", "C", "C", "C", "C", "C", "C", "C", "S", "O", "O", "N", "C", "C", "C", "C", "C", "N", "H", "H", "H", "H", "H", "H", "H", "H", "H", "H", "H", "C", "Si", "C", "C", "Se", "H", "H", "H", "H", "H", "H", "H", "H", "H", "Se"], "coordinates": [[0.308, 1.166, -0.127], [-4.253, 2.086, 5.861], [-3.418, 2.118, 4.180], [-2.927, 0.942, 3.630], [-2.302, 0.965, 2.396], [-2.185, 2.159, 1.699], [-2.654, 3.342, 2.265], [-3.274, 3.322, 3.502], [-1.560, 2.191, 0.405], [-2.029, 2.993, -0.478], [-1.328, 3.143, -1.742], [-1.764, 4.027, -2.707], [-1.031, 4.165, -3.880], [0.108, 3.400, -4.031], [0.489, 2.523, -3.027], [-0.207, 2.384, -1.898], [-3.033, 0.009, 4.168], [-1.918, 0.053, 1.970], [-2.504, 4.294, 1.772], [-3.629, 4.241, 3.946], [-2.944, 3.546, -0.298], [-2.664, 4.600, -2.532], [-1.345, 4.857, -4.650], [0.720, 3.467, -4.919], [1.371, 1.913, -3.137], [5.457, -4.642, -3.322], [4.783, -3.478, -2.665], [3.390, -3.429, -2.543], [2.770, -2.363, -1.924], [3.563, -1.331, -1.428], [4.953, -1.349, -1.528], [5.548, -2.425, -2.153], [2.806, -0.017, -0.616], [1.799, 0.635, -1.563], [3.761, 0.866, -0.036], [1.574, -0.504, 0.331], [1.655, -0.416, 1.736], [2.628, -0.999, 2.518], [2.548, -0.694, 3.868], [1.530, 0.151, 4.323], [0.594, 0.644, 3.438], [0.626, 0.314, 2.136], [4.738, -5.356, -3.715], [6.101, -5.158, -2.607], [6.093, -4.303, -4.140], [2.794, -4.239, -2.940], [1.691, -2.325, -1.825], [5.541, -0.535, -1.128], [6.626, -2.454, -2.248], [3.409, -1.610, 2.089], [3.273, -1.088, 4.567], [1.458, 0.418, 5.367], [-0.217, 1.279, 3.766], [-3.482, -2.839, -1.600], [-3.282, -1.725, -0.130], [-2.666, -2.572, 1.416], [-4.691, -0.536, 0.135], [-1.387, -0.441, -0.887], [-4.294, -3.548, -1.417], [-2.575, -3.412, -1.790], [-3.732, -2.267, -2.494], [-3.375, -3.342, 1.729], [-2.561, -1.871, 2.242], [-1.705, -3.057, 1.238], [-5.597, -1.064, 0.442], [-4.916, -0.003, -0.790], [-4.451, 0.188, 0.912], [1.193, 2.994, 0.864]], "charge": 2, "lumo_ev": -7.47, "gap_ev": 6.3, "homo_energy_ev": -13.8}



Winner for stability: w)



w) {"formula": "C4H6OS2", "method": "ωB97M-V with the def2-TZVPD basis set", "symbols": ["C", "C", "C", "C", "H", "H", "H", "H", "H", "H", "O", "S", "S"], "coordinates": [[2.179, -0.673, -0.437], [-0.476, 0.771, 0.248], [-1.412, 0.522, -0.922], [-1.137, -0.344, 1.103], [1.364, -1.214, -0.861], [-0.569, 1.755, 0.618], [-1.725, 1.271, -1.443], [-0.978, -0.180, -1.698], [-1.447, -0.080, 2.176], [-0.414, -1.400, 1.166], [3.374, -0.922, -0.050], [1.463, 0.868, 0.151], [-2.597, -0.520, -0.120]], "charge": 0, "lumo_ev": 0.11, "smiles": "O=CSC1CSC1", "gap_ev": 9.2, "homo_energy_ev": -9.1}



x) {"formula": "C4H6OS2", "method": "ωB97M-V with the def2-TZVPD basis set", "symbols": ["C", "C", "C", "C", "H", "H", "H", "H", "H", "H", "O", "S", "S"], "coordinates": [[-0.083, -0.855, 0.443], [1.115, -1.347, -0.317], [0.391, 0.648, 0.488], [-0.465, 1.449, -0.359], [-2.331, 0.015, 0.301], [-0.115, -1.275, 1.435], [0.866, -1.660, -1.326], [1.609, -2.250, 0.124], [0.393, 1.022, 1.575], [-0.498, 0.970, -1.373], [-1.127, 2.403, -0.033], [-1.773, -1.137, -0.073], [1.983, 0.174, -0.052]], "charge": 0, "lumo_ev": 0.55, "gap_ev": 9.8, "homo_energy_ev": -9.2}



y) {"formula": "C4H6OS2", "method": "ωB97M-V with the def2-TZVPD basis set", "symbols": ["C", "C", "C", "C", "H", "H", "H", "H", "H", "H", "O", "S", "S"], "coordinates": [[-0.579, 0.374, 0.939], [0.980, 0.336, 1.216], [-0.593, 1.033, -0.394], [-1.741, 0.955, -1.302], [-0.966, -1.397, -0.250], [-0.933, 1.069, 1.591], [1.655, 1.338, 1.105], [-0.178, 2.079, -0.103], [-2.601, 0.365, -0.917], [-1.629, 1.775, -2.137], [-1.312, -0.807, 0.872], [1.851, -1.029, 1.226], [-0.179, 0.094, -1.790]], "charge": 0, "lumo_ev": -0.18, "gap_ev": 8.5, "homo_energy_ev": -8.6}



z) {"formula": "C4H6OS2", "method": "ωB97M-V with the def2-TZVPD basis set", "symbols": ["C", "C", "C", "C", "H", "H", "H", "H", "H", "H", "O", "S", "S"], "coordinates": [[-0.459, 0.738, -0.481], [-0.671, -0.291, -1.551], [-0.489, -0.191, 0.755], [0.887, -0.651, 1.233], [0.653, 2.616, 0.259], [-1.355, 1.368, -0.466], [0.271, -0.681, -1.993], [-1.325, 0.018, -2.371], [-1.106, 0.283, 1.517], [1.555, -0.944, 0.361], [1.207, -0.662, 2.397], [1.022, 1.811, -0.723], [-1.269, -1.498, -0.290]], "charge": 0, "lumo_ev": 0.54, "gap_ev": 9.8, "homo_energy_ev": -9.3}



Winner for stability: z)



w) {"formula": "C4H7P", "method": "ωB97M-V with the def2-TZVPD basis set", "symbols": ["C", "C", "C", "C", "P", "H", "H", "H", "H", "H", "H", "H"], "coordinates": [[-1.336, -1.096, -0.947], [-0.238, -0.480, -1.320], [0.506, 0.377, -0.464], [0.253, 0.453, 0.963], [1.964, 1.781, -1.261], [-1.851, -1.756, -1.704], [-2.041, -1.090, -0.121], [0.097, -0.477, -2.361], [0.448, 1.482, 1.235], [-0.751, 0.028, 1.284], [1.065, -0.076, 1.500], [1.921, 2.273, 0.086]], "charge": 0, "lumo_ev": [-0.97, -0.27], "smiles": "[H]/P=C(\\C)C=C", "gap_ev": [6.6, 8.1], "homo_energy_ev": [-7.6, -8.4]}



x) {"formula": "C4H7P", "method": "ωB97M-V with the def2-TZVPD basis set", "symbols": ["C", "C", "C", "C", "P", "H", "H", "H", "H", "H", "H", "H"], "coordinates": [[2.375, -1.528, 0.294], [1.109, -1.078, 0.418], [-2.486, 1.810, 0.416], [0.424, -0.537, -0.678], [-1.136, 0.907, -0.282], [2.829, -2.179, 1.021], [2.953, -1.319, -0.591], [0.538, -1.321, 1.306], [-2.571, 1.881, 1.485], [-3.336, 2.007, -0.203], [0.999, 0.006, -1.420], [-1.494, 1.007, -1.626]], "charge": 0, "lumo_ev": [-0.61, -0.59], "smiles": "C=CC=[PH]=C", "gap_ev": [6.9, 6.8], "homo_energy_ev": [-7.5, -7.4]}



Winner for stability: w)



w) {"formula": "C8H10N4", "method": "ωB97M-V with the def2-TZVPD basis set", "symbols": ["C", "C", "C", "C", "C", "C", "C", "C", "N", "N", "N", "N", "H", "H", "H", "H", "H", "H", "H", "H", "H", "H"], "coordinates": [[2.929, 1.366, 0.328], [2.311, 1.196, -0.921], [2.380, 0.480, 1.184], [1.331, 0.300, -0.769], [-3.453, 0.622, -0.669], [-1.552, 0.387, 0.588], [0.245, -2.213, -0.137], [0.867, -1.433, 0.772], [-3.114, -0.619, -0.814], [-2.015, -0.653, -0.057], [-2.588, 1.269, 0.219], [1.383, -0.199, 0.506], [3.563, 2.096, 0.760], [2.622, 1.877, -1.758], [2.377, 0.290, 2.217], [0.654, 0.051, -1.531], [-4.254, 1.054, -1.258], [0.103, -1.756, -1.061], [-1.885, -1.501, -0.026], [-0.280, -3.061, 0.187], [1.006, -1.797, 1.759], [-2.630, 2.244, 0.483]], "charge": 0, "lumo_ev": 0.94, "gap_ev": 9.2, "homo_energy_ev": -8.3}



x) {"formula": "C8H10N4", "method": "ωB97M-V with the def2-TZVPD basis set", "symbols": ["C", "C", "C", "C", "C", "C", "C", "C", "N", "N", "N", "N", "H", "H", "H", "H", "H", "H", "H", "H", "H", "H"], "coordinates": [[-1.023, -0.683, 0.931], [-1.793, -0.481, -2.463], [-1.969, 0.862, -2.285], [-0.474, -0.883, -2.061], [0.028, 1.082, -1.274], [1.460, -1.210, 1.723], [1.878, 1.116, 2.188], [-0.230, 0.382, 1.305], [-1.700, -1.577, 0.665], [-1.114, 1.684, -1.676], [0.384, -0.113, -1.522], [1.011, 0.160, 1.788], [-2.642, -1.107, -2.810], [-3.003, 1.200, -2.484], [-0.132, -1.948, -2.089], [1.977, -1.362, 0.709], [2.120, -1.380, 2.604], [0.582, -1.874, 1.745], [1.582, 2.210, 2.069], [2.848, 0.769, 2.534], [0.791, 1.708, -0.749], [-0.579, 1.445, 1.152]], "charge": 0, "lumo_ev": [0.10, 0.10], "gap_ev": [7.5, 7.5], "homo_energy_ev": [-7.4, -7.4]}



Winner for stability: x)